C6H15NO | the ωB97M-V functional and the def2-TZVPD basis

XYZ file:
```
23
Properties=species:S:1:pos:R:3
C 1.287 0.085 -1.064
C 0.057 0.497 -0.821
C -1.140 -0.370 -1.194
C -1.156 -0.778 -2.669
C -0.211 1.595 0.165
C -0.720 1.028 1.511
N 0.001 1.470 2.691
H 2.241 0.544 -0.833
H 1.532 -0.849 -1.564
H -2.078 0.128 -0.955
H -1.036 -1.311 -0.659
H -0.292 -1.356 -2.962
H -2.006 -1.416 -2.891
H -1.333 0.049 -3.362
H -0.953 2.306 -0.222
H 0.713 2.140 0.366
H -0.678 -0.054 1.471
H -1.786 1.201 1.591
H 0.155 2.468 2.710
H 0.892 0.992 2.694
O 2.140 -3.197 1.907
H 2.506 -2.468 1.388
H 1.863 -2.704 2.702
```

The spin multiplicity is 1. As for the SMILES: C=C(CC)CCN.O. As for the energy relative to the best compared isomer or geometry (same formula, charge and spin): 1.959 eV. As for the HOMO energy: -9.082 eV.

Here are the natural (NBO) charges for atoms 1 to 6, given in e: C -0.43; C 0.05; C -0.45; C -0.60; C -0.46; C -0.21

C16H26BiGeIN3S | the ωB97M-V functional and the def2-TZVPD basis

XYZ file:
```
49
Properties=species:S:1:pos:R:3
Bi -0.263 -2.471 -0.332
S 2.191 -2.103 -0.059
C 1.778 -2.498 1.618
C 2.665 -2.598 2.677
C 2.145 -2.912 3.923
C 0.776 -3.117 4.089
C -0.053 -3.009 2.995
N 0.457 -2.706 1.790
H 3.723 -2.439 2.524
H 2.812 -3.001 4.771
H 0.358 -3.362 5.055
H -1.121 -3.166 3.054
I -8.076 -5.001 1.768
C -6.175 -4.994 1.238
C -5.486 -6.037 0.572
N -4.251 -5.615 0.435
N -4.023 -4.358 0.959
C -5.174 -3.982 1.439
H -5.829 -6.999 0.222
H -3.483 -6.122 0.018
H -5.299 -3.025 1.922
C 4.482 2.438 -2.897
C 4.254 2.906 -1.464
C 2.778 3.011 -1.078
C 2.096 1.628 -1.115
Ge 0.251 1.583 -0.559
C -1.219 1.706 -1.801
C -1.280 3.143 -2.360
C -1.558 4.147 -1.250
C -0.360 4.319 -0.338
H 5.531 2.538 -3.168
H 3.905 3.034 -3.606
H 4.218 1.388 -3.040
H 4.700 3.892 -1.325
H 4.763 2.240 -0.761
H 2.275 3.686 -1.774
H 2.689 3.446 -0.080
H 2.627 0.934 -0.459
H 2.123 1.222 -2.129
H -0.060 1.254 0.908
H -2.147 1.443 -1.292
H -1.055 0.998 -2.617
H -2.042 3.180 -3.138
H -0.332 3.391 -2.847
H -2.436 3.843 -0.675
H -1.791 5.121 -1.681
H -0.053 3.374 0.210
H -0.550 4.968 0.518
H 0.521 4.683 -0.862
```

As for the charge: +3. The spin multiplicity is 1. As for the energy relative to the best compared isomer or geometry (same formula, charge and spin): 1.269 eV. As for the HOMO energy (alpha / beta): -16.515 / -17.181 eV.

Here are the natural (NBO) charges for atoms 1 to 6, given in e: Bi 1.08; S -0.08; C 0.07; C -0.23; C -0.07; C -0.23

C4H11NO2 | the ωB97M-V functional and the def2-TZVPD basis

XYZ file:
```
18
Properties=species:S:1:pos:R:3
C -1.811 -1.204 -0.824
N -0.367 -0.966 -0.883
C 0.245 -0.380 0.332
C 1.631 -1.069 0.562
C 1.676 -1.687 1.934
O 1.644 -1.094 2.980
H -2.366 -0.484 -1.415
H -2.154 -1.239 0.205
H -2.026 -2.141 -1.349
H -0.133 -0.447 -1.715
H -0.439 -0.689 1.123
H 0.357 0.697 0.317
H 1.696 -1.895 -0.142
H 2.464 -0.390 0.363
H 1.655 -2.799 1.934
O -0.437 4.948 -1.044
H -1.098 5.030 -1.760
H -0.537 5.809 -0.618
```

The spin multiplicity is 1. As for the SMILES: CNCCC=O.O. As for the energy relative to the best compared isomer or geometry (same formula, charge and spin): 2.035 eV. As for the HOMO energy: -8.696 eV.

Here are the natural (NBO) charges for atoms 1 to 6, given in e: C -0.41; N -0.64; C -0.20; C -0.53; C 0.45; O -0.52

C2H7N2OP | the ωB97M-V functional and the def2-TZVPD basis

XYZ file:
```
13
Properties=species:S:1:pos:R:3
N -2.927 0.061 0.381
P -1.499 -0.849 -0.005
N -0.980 0.135 -1.338
O -0.406 -0.335 1.152
H -2.609 0.889 0.909
H -3.598 -0.258 1.038
H 0.098 0.397 -1.360
H -1.232 -0.224 -2.277
H 0.511 -0.129 0.940
C 2.859 0.094 0.651
C 3.511 0.156 -0.370
H 2.469 -0.040 1.641
H 3.803 0.101 -1.361
```

The spin multiplicity is 1. As for the SMILES: NP(N)O.C#C. As for the energy relative to the best compared isomer or geometry (same formula, charge and spin): 2.824 eV. As for the HOMO energy: -8.347 eV.

Here are the natural (NBO) charges for atoms 1 to 6, given in e: N -1.15; P 1.35; N -1.21; O -1.03; H 0.37; H 0.38

C3H7N2O2 | the ωB97M-V functional and the def2-TZVPD basis

XYZ file:
```
14
Properties=species:S:1:pos:R:3
C -1.556 0.379 -0.394
C -1.414 -0.964 -0.142
N -2.452 -1.910 -0.431
H -2.478 0.845 -0.748
H -0.655 0.957 -0.346
H -0.364 -1.373 -0.069
H -3.382 -1.497 -0.449
H -2.507 -2.726 0.156
N 3.171 1.118 0.671
C 1.776 1.065 0.393
O 1.211 -0.032 0.762
O 1.306 2.021 -0.308
H 3.672 0.263 0.753
H 3.670 1.852 0.152
```

As for the charge: -1. The spin multiplicity is 1. As for the energy relative to the best compared isomer or geometry (same formula, charge and spin): 0.940 eV. As for the HOMO energy: -4.084 eV.

Here are the natural (NBO) charges for atoms 1 to 6, given in e: C -0.51; C -0.03; N -0.85; H 0.16; H 0.27; H 0.24

C46H105ClN4O15PS | the ωB97M-V functional and the def2-TZVPD basis

XYZ file:
```
173
Properties=species:S:1:pos:R:3
C 1.187 -1.639 -0.272
C 0.036 -1.419 0.687
O -0.662 -2.338 1.042
O -0.210 -0.099 1.106
C -1.137 0.423 0.153
C -1.541 1.875 0.386
N -0.408 2.834 0.662
P 0.632 2.821 -0.797
S 2.246 1.840 -0.431
C -0.893 4.126 0.873
N -2.192 4.538 0.589
C -2.447 4.798 -0.863
O -3.514 4.005 -1.249
C -4.591 4.710 -1.896
O -5.788 4.198 -1.401
C -6.069 2.888 -1.893
C -7.291 2.873 -2.785
O -6.898 3.000 -4.148
N -0.102 5.042 1.361
Cl 1.509 4.725 1.802
C -0.512 6.457 1.558
C -0.173 7.194 0.253
C -0.831 8.574 0.060
N 0.003 9.392 -0.824
C -0.359 9.267 -2.222
C 0.074 7.958 -2.892
C -0.824 7.311 -3.716
C -0.510 6.159 -4.378
C 0.734 5.585 -4.238
C 1.634 6.222 -3.424
C 1.316 7.380 -2.763
O 2.289 7.994 -1.988
H 1.326 -0.776 -0.921
H 0.995 -2.482 -0.927
H 2.098 -1.756 0.321
H -2.042 -0.194 0.206
H -0.710 0.291 -0.854
H -2.018 2.197 -0.548
H -2.320 1.922 1.148
H -0.073 2.247 -1.872
H 0.987 4.167 -1.057
H -2.895 3.933 0.995
H -2.616 5.872 -0.986
H -1.516 4.557 -1.405
H -4.559 4.482 -2.967
H -4.607 5.775 -1.662
H -5.229 2.415 -2.411
H -6.305 2.247 -1.037
H -7.996 3.672 -2.522
H -7.844 1.930 -2.672
H -7.669 2.928 -4.723
H 0.119 6.847 2.357
H -1.544 6.549 1.887
H -0.398 6.544 -0.599
H 0.914 7.324 0.232
H -1.785 8.449 -0.459
H -0.992 9.116 0.997
H 0.992 9.265 -0.670
H 0.134 10.082 -2.768
H -1.430 9.396 -2.390
H -1.826 7.700 -3.870
H -1.214 5.672 -5.044
H 0.991 4.675 -4.765
H 2.626 5.784 -3.324
H 2.734 7.286 -1.507
C 3.701 2.112 3.594
C 5.143 1.880 3.165
C 5.917 3.183 3.028
O 5.155 1.187 1.917
H 3.159 2.702 2.846
H 3.175 1.160 3.676
H 3.648 2.624 4.556
H 5.636 1.239 3.896
H 5.468 3.830 2.266
H 6.943 2.990 2.714
H 5.940 3.726 3.974
H 4.720 1.751 1.267
C 0.713 -4.315 4.554
C 2.124 -4.667 4.104
C 2.969 -3.417 3.929
O 2.069 -5.388 2.874
H 0.214 -3.691 3.807
H 0.121 -5.221 4.665
H 0.719 -3.782 5.507
H 2.590 -5.327 4.836
H 2.539 -2.762 3.164
H 3.976 -3.677 3.596
H 3.042 -2.857 4.865
H 1.655 -4.821 2.214
C 7.204 -1.556 3.967
C 6.862 -1.718 5.441
C 6.999 -3.166 5.883
O 5.532 -1.253 5.683
H 6.530 -2.143 3.338
H 7.092 -0.512 3.671
H 8.229 -1.869 3.764
H 7.519 -1.086 6.041
H 6.311 -3.806 5.324
H 6.746 -3.269 6.939
H 8.015 -3.532 5.731
H 4.913 -1.780 5.168
C -3.964 -5.339 2.078
C -2.631 -5.960 1.688
C -1.780 -6.273 2.905
O -1.924 -5.067 0.827
H -3.807 -4.394 2.607
H -4.556 -5.115 1.189
H -4.540 -6.006 2.722
H -2.807 -6.878 1.124
H -1.551 -5.363 3.460
H -0.826 -6.710 2.603
H -2.287 -6.970 3.575
H -1.771 -4.246 1.309
C -4.770 -9.595 6.927
C -4.013 -9.055 5.723
C -3.372 -10.180 4.924
O -3.008 -8.139 6.156
H -4.092 -10.123 7.603
H -5.218 -8.778 7.495
H -5.561 -10.282 6.623
H -4.696 -8.493 5.084
H -2.650 -10.726 5.536
H -2.827 -9.780 4.068
H -4.122 -10.885 4.560
H -2.394 -8.617 6.723
C -0.489 -10.774 -0.046
C -0.200 -9.941 1.194
C 0.787 -8.823 0.892
O 0.318 -10.779 2.226
H 0.426 -11.246 -0.414
H -1.192 -11.575 0.186
H -0.909 -10.161 -0.846
H -1.131 -9.515 1.573
H 1.743 -9.230 0.553
H 0.989 -8.239 1.792
H 0.401 -8.154 0.121
H 1.141 -11.164 1.906
C -9.001 2.029 -9.550
C -8.780 2.862 -8.297
C -7.792 3.990 -8.550
O -8.299 2.026 -7.241
H -8.064 1.568 -9.876
H -9.705 1.220 -9.352
H -9.390 2.638 -10.366
H -9.732 3.276 -7.961
H -6.818 3.591 -8.845
H -7.638 4.575 -7.642
H -8.146 4.657 -9.337
H -7.458 1.650 -7.522
C 7.968 5.484 -0.824
C 6.880 4.476 -1.160
C 7.426 3.055 -1.181
O 6.313 4.788 -2.435
H 8.763 5.458 -1.574
H 7.563 6.497 -0.822
H 8.406 5.283 0.155
H 6.074 4.548 -0.427
H 8.204 2.946 -1.941
H 6.637 2.345 -1.433
H 7.846 2.779 -0.213
H 7.014 4.727 -3.092
C 2.213 -1.547 -5.563
C 1.503 -2.265 -4.427
C 0.041 -2.520 -4.761
O 1.594 -1.484 -3.230
H 1.752 -0.572 -5.752
H 3.257 -1.363 -5.307
H 2.178 -2.131 -6.484
H 2.003 -3.211 -4.222
H -0.488 -1.576 -4.924
H -0.457 -3.029 -3.934
H -0.059 -3.133 -5.657
H 1.157 -0.642 -3.397
```

As for the charge: +1. The spin multiplicity is 1. As for the HOMO energy: -10.981 eV.

Here are the Mulliken charges for atoms 1 to 6, given in e: C -0.41; C 0.70; O -0.69; O -0.22; C -1.02; C -0.83

C27H59BrIN6O3 | the ωB97M-V functional and the def2-TZVPD basis

XYZ file:
```
97
Properties=species:S:1:pos:R:3
C 4.116 0.982 0.016
C 2.979 1.488 -0.949
C 3.578 2.218 -2.162
C 2.629 2.409 -3.370
C 2.640 1.192 -4.348
C 1.736 0.073 -3.764
C 1.220 -0.946 -4.811
C -0.276 -0.804 -5.204
C -1.281 -0.809 -4.045
C -1.319 -2.180 -3.270
C -1.116 -1.873 -1.755
C -2.411 -1.964 -0.916
C -3.600 -1.112 -1.477
C -4.057 0.046 -0.557
N -3.397 1.369 -0.769
C -3.469 1.891 -2.147
C -4.905 2.117 -2.664
C -4.862 3.387 -3.543
I -5.577 0.534 -3.999
C -2.222 1.455 -0.232
N -1.111 1.858 -0.897
N -2.117 1.164 1.141
Br -2.577 2.805 1.981
H 3.975 -0.074 0.265
H 4.096 1.536 0.954
H 5.066 1.140 -0.502
H 2.327 2.128 -0.337
H 2.389 0.597 -1.206
H 4.487 1.690 -2.468
H 3.856 3.222 -1.817
H 1.602 2.661 -3.056
H 2.980 3.295 -3.918
H 3.686 0.868 -4.344
H 2.322 1.517 -5.343
H 0.938 0.570 -3.201
H 2.347 -0.489 -3.046
H 1.452 -1.950 -4.441
H 1.799 -0.783 -5.729
H -0.359 0.078 -5.852
H -0.514 -1.670 -5.838
H -2.284 -0.683 -4.490
H -1.174 0.034 -3.356
H -2.265 -2.692 -3.467
H -0.494 -2.779 -3.661
H -0.614 -0.911 -1.591
H -0.434 -2.638 -1.355
H -2.182 -1.700 0.128
H -2.727 -3.013 -0.884
H -4.453 -1.801 -1.510
H -3.405 -0.828 -2.512
H -3.817 -0.256 0.466
H -5.148 0.111 -0.579
H -2.993 2.879 -2.139
H -2.884 1.310 -2.869
H -5.610 2.239 -1.841
H -4.678 4.254 -2.894
H -5.761 3.510 -4.145
H -4.001 3.346 -4.222
H -1.075 2.800 -1.260
H -0.263 1.313 -0.994
H -1.142 1.028 1.401
C -0.176 3.553 4.762
C 1.236 3.054 4.607
O 1.492 2.012 4.012
N 2.234 3.788 5.146
C 2.140 5.037 5.882
H -0.845 2.850 4.274
H -0.447 3.617 5.817
H -0.288 4.529 4.287
H 3.148 3.387 5.001
H 2.719 5.800 5.360
H 2.564 4.894 6.876
H 1.112 5.371 5.977
C 0.517 -1.936 8.137
C 1.184 -0.876 7.294
O 2.396 -0.763 7.235
N 0.383 -0.030 6.588
C -1.064 -0.003 6.528
H 1.283 -2.524 8.634
H -0.115 -1.476 8.897
H -0.079 -2.601 7.510
H 0.898 0.651 6.048
H -1.380 -0.144 5.491
H -1.418 0.973 6.869
H -1.507 -0.778 7.145
C 0.656 -6.044 -0.069
C 1.292 -5.593 -1.360
O 0.666 -4.973 -2.210
N 2.598 -5.897 -1.560
C 3.501 -6.618 -0.680
H -0.383 -5.728 -0.058
H 0.689 -7.131 0.012
H 1.166 -5.593 0.784
H 2.955 -5.565 -2.443
H 4.347 -5.974 -0.435
H 3.873 -7.502 -1.201
H 3.008 -6.925 0.236
```

As for the charge: +1. The spin multiplicity is 1. As for the HOMO energy: -10.891 eV.

Here are the Mulliken charges for atoms 1 to 6, given in e: C -1.28; C 0.43; C -0.89; C -0.62; C -0.86; C 0.69

C2H6Cl2O2PS | the ωB97M-V functional and the def2-TZVPD basis

XYZ file:
```
14
Properties=species:S:1:pos:R:3
C 2.301 -0.890 0.677
C -1.563 -0.058 1.076
O -0.620 -1.156 -1.723
O 0.013 2.099 0.617
P -0.511 0.295 -1.815
S -0.017 0.643 0.429
Cl -2.207 1.229 -2.348
Cl 1.044 1.047 -2.784
H 3.145 -0.226 0.390
H 1.729 -1.366 -0.134
H 2.167 -1.197 1.665
H -1.343 0.159 2.215
H -1.688 -1.072 0.823
H -2.450 0.492 0.913
```

As for the charge: +1. The spin multiplicity is 1. As for the energy relative to the best compared isomer or geometry (same formula, charge and spin): 3.171 eV. As for the HOMO energy (alpha / beta): -14.174 / -13.933 eV.

Here are the natural (NBO) charges for atoms 1 to 6, given in e: C -0.14; C -0.82; O -1.04; O -0.84; P 1.51; S 1.12

C5H15NO | the ωB97M-V functional and the def2-TZVPD basis

XYZ file:
```
22
Properties=species:S:1:pos:R:3
C 1.428 -1.101 -1.116
C 0.494 -1.459 0.073
C -0.672 -0.479 0.207
C -1.706 -1.065 1.168
C -0.152 0.907 0.642
N -0.471 1.229 2.109
H 1.846 -2.021 -1.515
H 0.871 -0.564 -1.888
H 2.263 -0.404 -0.947
H 0.099 -2.432 -0.241
H 1.088 -1.518 0.984
H -1.068 -0.266 -0.791
H -2.539 -0.381 1.361
H -2.153 -1.931 0.671
H -1.281 -1.293 2.139
H 0.915 1.062 0.486
H -0.802 1.701 0.262
H -1.222 1.878 2.204
H 0.387 1.443 2.584
O 0.823 2.575 -2.692
H 0.827 1.793 -2.110
H 1.025 2.325 -3.589
```

The spin multiplicity is 1. As for the SMILES: CC[C@@H](C)CN.O. As for the energy relative to the best compared isomer or geometry (same formula, charge and spin): 1.238 eV. As for the HOMO energy: -8.936 eV.

Here are the natural (NBO) charges for atoms 1 to 6, given in e: C -0.62; C -0.40; C -0.24; C -0.60; C -0.23; N -0.87

C20H42NP3SeTi | the ωB97M-V functional and the def2-TZVPD basis

XYZ file:
```
68
Properties=species:S:1:pos:R:3
Ti -0.601 0.129 -0.683
P -1.738 -1.850 0.092
P 0.989 -0.165 1.193
P 1.017 -1.058 -2.124
H -3.222 2.210 -5.077
C -3.376 1.144 -4.903
C -2.993 0.441 -3.833
H -2.412 0.820 -2.992
C -3.237 -1.535 1.108
C -1.010 -3.210 1.103
C -2.471 -2.834 -1.269
C 2.346 1.049 1.477
C 0.132 -0.134 2.824
C 2.029 -1.677 1.338
C 0.342 -0.805 -3.786
C 1.214 -2.863 -1.937
C 2.729 -0.476 -2.303
H -3.978 0.651 -5.687
H -3.302 -0.601 -3.771
H -3.915 -0.871 0.555
H -2.977 -1.073 2.072
H -3.716 -2.516 1.266
H -0.654 -2.863 2.080
H -0.182 -3.699 0.578
H -1.822 -3.937 1.252
H -3.158 -2.193 -1.832
H -3.026 -3.666 -0.810
H -1.702 -3.219 -1.948
H 2.910 0.696 2.356
H 1.960 2.056 1.687
H 3.036 1.095 0.621
H 0.895 -0.124 3.613
H -0.500 -1.016 2.988
H -0.488 0.764 2.925
H 2.613 -1.544 2.258
H 2.726 -1.761 0.495
H 1.441 -2.595 1.426
H 1.058 -1.177 -4.526
H 0.178 0.268 -3.945
H -0.618 -1.323 -3.884
H 1.794 -3.241 -2.784
H 0.250 -3.379 -1.935
H 1.743 -3.134 -1.017
H 3.196 -1.040 -3.121
H 3.310 -0.612 -1.381
H 2.695 0.588 -2.573
C 1.216 3.821 -2.664
C -0.074 3.253 -2.825
C -0.585 3.218 -4.118
C 0.240 3.550 -5.215
C 1.615 3.796 -5.020
C 2.144 3.816 -3.728
Se 1.572 4.624 -1.012
H 2.796 3.819 -0.823
H -0.663 2.936 -1.936
H -1.629 2.916 -4.299
H -0.180 3.554 -6.227
H 2.279 3.938 -5.866
H 3.217 3.911 -3.516
C -2.231 2.432 3.926
C -2.797 2.639 2.504
C -2.132 1.928 1.461
N -1.672 1.450 0.495
H -2.209 1.376 4.215
H -2.864 2.953 4.646
H -1.219 2.839 4.008
H -3.855 2.337 2.502
H -2.729 3.713 2.279
```

As for the charge: +3. The spin multiplicity is 2. As for the energy relative to the best compared isomer or geometry (same formula, charge and spin): 0.000 eV. As for the HOMO energy (alpha / beta): -15.550 / -15.547 eV. As for the expectation value of S²: 0.756.

Here are the natural (NBO) charges for atoms 1 to 6, given in e: Ti 1.62; P 0.68; P 0.74; P 0.66; H 0.21; C -0.29

Max |F| (eV Å⁻¹)
1.6, 0.6, 1.6, 3.2, 2.5, 3.3, 2.3, 4.4, 3.5, 3.0